Density functional theory data (ωB97M-V/def2-TZVPD) for C33H18Cl2N5O4RuS3Se as an isolated structure at a distorted geometry.

Summary:
Energy above the lowest of the compared OMol25 structures with the same formula, charge and spin   1.827 eV
Frontier orbital gap (alpha / beta)   6.6 / 6.5 eV
Spin multiplicity   2
⟨S²⟩   0.7550
Total energy   -175632.3894 eV
Maximum force   1.61 eV Å⁻¹
LUMO (alpha / beta)   -1.3 / -1.3 eV

Structure (XYZ):
```
67
Properties=species:S:1:pos:R:3:forces:R:3
Ru -0.012 -0.211 -0.384 0.64 -1.48 0.10
Se 6.351 -2.570 -4.022 0.38 -0.11 -0.18
Cl -3.122 1.623 -3.421 0.00 -0.03 0.00
Cl -6.994 -2.052 -2.675 0.04 0.04 0.02
S 0.133 -0.962 3.328 0.08 0.04 0.01
S -2.522 3.493 2.847 0.00 -0.08 0.03
S -0.852 2.955 -0.164 0.01 -0.08 0.00
O -1.570 -0.102 -1.691 -0.12 0.26 -0.24
O 3.942 0.630 1.044 -0.60 -0.11 -0.13
O -1.350 -2.221 0.115 0.00 -0.04 0.03
O -1.186 0.289 1.173 0.33 0.27 -0.69
N 1.110 0.042 -2.168 -0.98 0.34 0.37
N 1.255 -2.052 -0.601 -0.74 1.34 0.13
N 1.640 0.235 0.586 0.39 0.44 0.41
N 5.398 -3.286 -2.708 0.00 -0.05 0.03
N 5.214 -1.236 -4.294 -0.02 0.03 -0.04
C -3.063 1.059 3.360 -0.13 -0.09 -0.03
C 1.233 0.433 5.157 -0.02 0.17 0.00
C -4.578 -2.155 -1.462 -0.05 -0.17 0.14
C 0.012 0.749 3.207 -0.05 -0.04 -0.22
C -0.149 2.470 1.344 -0.25 -0.07 -0.05
C 1.173 4.256 0.670 0.02 0.01 0.02
C 0.296 4.209 -0.367 0.05 0.01 -0.05
C -3.948 3.164 3.734 0.06 0.11 -0.03
C 2.345 -3.966 0.283 -0.06 0.06 -0.10
C 1.798 1.408 -3.984 -0.03 0.00 0.08
C 0.911 1.084 -2.961 -0.12 0.15 -0.19
C -3.283 -1.697 -1.189 0.11 0.13 -0.06
C -2.772 -0.533 -1.817 0.15 -0.09 0.20
C -2.483 -2.462 -0.262 -0.30 -0.14 0.03
C 1.302 -3.042 0.272 -0.17 -0.17 0.23
C 3.312 -2.783 -1.553 0.17 -0.11 -0.01
C 2.919 0.630 -4.160 0.16 -0.13 -0.03
C -3.674 0.159 -2.669 0.00 0.08 -0.06
C -2.129 1.822 2.729 0.05 0.09 -0.10
C 3.104 -0.484 -3.338 0.26 0.03 -0.23
C 4.348 -2.532 -2.553 -0.22 0.12 0.07
C -4.117 1.828 3.929 0.02 -0.13 0.01
C -5.392 -1.469 -2.315 -0.15 0.02 -0.09
C 2.160 -0.747 -2.362 0.23 -0.24 0.04
C 0.624 1.360 4.257 0.12 -0.06 0.10
C 1.048 -0.857 4.774 -0.05 -0.09 0.00
C 2.787 0.428 0.803 0.57 0.13 0.16
C 4.245 -1.391 -3.438 -0.18 0.02 0.12
C -0.839 1.321 2.072 0.20 -0.22 0.37
C 0.914 3.255 1.653 0.05 0.08 0.06
C 3.353 -3.840 -0.643 0.20 -0.06 -0.11
C -4.944 -0.289 -2.914 -0.04 0.01 -0.03
C 2.247 -1.899 -1.486 0.15 -0.18 0.00
H 4.185 -4.532 -0.679 -0.02 0.02 0.02
H 1.976 4.977 0.746 -0.04 -0.06 -0.02
H -4.957 1.400 4.460 0.05 0.04 -0.03
H 1.773 0.727 6.049 -0.02 -0.03 -0.09
H 1.403 -1.752 5.264 -0.04 0.08 -0.03
H -5.598 0.270 -3.571 0.02 -0.01 -0.01
H -2.995 -0.020 3.412 0.00 0.07 -0.02
H 0.255 4.845 -1.240 0.02 -0.04 0.09
H 1.520 3.121 2.538 -0.03 -0.02 -0.09
H 2.350 -4.761 1.015 -0.03 0.02 0.00
H -4.936 -3.063 -0.989 0.04 0.04 0.01
H 3.657 0.854 -4.920 -0.04 -0.01 0.01
H 0.637 2.432 4.403 -0.06 -0.06 0.02
H -2.979 -3.364 0.139 -0.05 0.01 -0.02
H 1.603 2.267 -4.610 0.00 -0.02 0.03
H -4.582 3.977 4.053 0.02 -0.08 -0.01
H 0.014 1.660 -2.781 -0.03 -0.02 0.09
H 0.481 -3.100 0.974 0.08 0.07 -0.02
```
Positions in Å, forces in eV/Å.



Density functional theory data (ωB97M-V/def2-TZVPD) for a 2-piece molecular cluster, C2H2Cl3NO overall at a distorted geometry.

Summary:
Energy above the lowest of the compared OMol25 structures with the same formula, charge and spin   3.665 eV
Frontier orbital gap   10.8 eV
SMILES string   C#[N+][O-].ClC(Cl)Cl
Total energy   -43207.2931 eV
Maximum force   3.90 eV Å⁻¹
LUMO   0.5 eV

Structure (XYZ):
```
9
Properties=species:S:1:pos:R:3:forces:R:3
Cl 1.897 1.604 0.127 0.21 1.88 -0.46
Cl 1.247 -0.865 -1.337 -0.09 0.41 -0.50
Cl 2.902 -0.953 0.930 -0.32 0.39 0.22
O -1.695 -1.733 0.938 -1.00 -3.44 1.54
N -1.420 -0.760 0.381 -0.02 1.34 -0.26
C -1.105 0.247 -0.037 -1.04 0.98 -0.37
C 1.511 -0.023 0.191 1.54 -2.97 0.77
H 0.669 -0.194 0.841 0.31 -0.01 0.06
H -0.730 1.017 -0.595 0.41 1.43 -1.00
```
Positions in Å, forces in eV/Å.



Density functional theory data (ωB97M-V/def2-TZVPD) for C2H4LaLiO4 as an isolated structure at a distorted geometry.

Summary:
Energy above the lowest of the compared OMol25 structures with the same formula, charge and spin   0.431 eV
Frontier orbital gap   8.7 eV
Total charge   +5
Spin multiplicity   2
⟨S²⟩   0.7571
Total energy   -11313.7629 eV
Maximum force   2.99 eV Å⁻¹
LUMO   -22.2 eV

Structure (XYZ):
```
12
Properties=species:S:1:pos:R:3:forces:R:3
La 1.049 2.280 -0.165 -0.26 -0.46 0.17
O 3.038 -2.282 -0.207 0.27 -0.90 0.43
O 0.589 -0.303 -0.560 -1.51 0.23 2.58
O -0.324 -1.940 1.465 2.61 0.95 -0.77
O -0.597 -0.954 0.300 0.31 1.21 -1.47
C 3.430 -3.196 0.459 0.10 0.97 -0.28
C -1.322 -2.128 2.154 -1.50 0.33 -0.24
Li 0.131 -0.909 -2.448 -0.41 -0.90 -0.72
H -2.305 -1.752 1.829 -0.17 0.08 0.24
H 2.870 -3.443 1.396 0.11 -0.46 0.09
H 4.399 -3.687 0.201 0.37 -0.52 -0.08
H -1.166 -2.655 3.104 0.06 -0.53 0.06
```
Positions in Å, forces in eV/Å.



Density functional theory data (ωB97M-V/def2-TZVPD) for C16H24F24Na4O12P4 as an isolated structure at a distorted geometry.

Summary:
Frontier orbital gap   7.6 eV
Total energy   -161614.8725 eV
Maximum force   6.81 eV Å⁻¹
LUMO   -3.2 eV

Structure (XYZ):
```
84
Properties=species:S:1:pos:R:3:forces:R:3
P -1.132 0.778 -7.256 2.09 1.29 -2.84
P 5.927 0.523 -5.688 -0.33 2.00 -2.32
P -1.430 -7.234 -0.791 -3.45 -3.91 -0.70
P 1.303 -1.259 -0.673 0.92 -0.01 -0.03
Na 5.554 -3.361 -3.148 -0.06 0.63 -0.32
Na -1.450 -3.389 -4.173 -0.02 0.28 0.14
Na 1.889 -5.478 1.798 -0.65 0.30 -0.03
Na 2.050 1.772 -4.345 0.11 -0.23 -0.55
F -0.820 -6.903 0.734 0.81 0.54 -1.32
F -1.320 0.344 -5.703 -0.08 0.56 0.23
F 4.722 1.130 -6.666 -0.77 1.72 1.72
F -0.054 -7.720 -1.353 1.98 1.30 -0.65
F 7.137 -0.150 -4.849 -0.68 -0.84 1.06
F 5.367 1.545 -4.479 0.57 -1.43 -0.48
F -1.278 -5.765 -1.452 0.64 0.19 0.76
F 2.697 -0.903 -1.408 1.37 0.58 1.45
F -2.850 -6.888 -0.182 -0.48 0.88 0.62
F -0.871 1.214 -8.832 -0.07 -0.66 0.57
F -1.618 -8.823 -0.428 -0.08 0.19 1.85
F 0.373 0.108 -7.299 0.35 0.55 1.07
F 7.043 1.542 -6.128 -0.30 1.86 -0.26
F 1.845 -2.820 -0.408 0.41 0.45 -0.31
F 0.743 0.252 -0.927 0.15 -0.97 0.66
F -2.283 -7.731 -2.151 1.04 1.35 -0.55
F -1.618 -0.691 -7.668 -1.42 -0.05 -0.27
F 1.897 -0.829 0.861 -1.11 -0.61 -2.31
F -0.464 2.239 -6.827 0.12 -0.86 0.80
F 0.939 -1.604 -2.267 -1.77 -0.97 0.53
F 6.150 -0.268 -7.021 2.61 -2.54 -1.33
F 4.979 -0.666 -5.276 -1.57 -1.17 2.21
F -0.097 -1.828 -0.123 0.10 1.09 -0.18
F -2.524 1.534 -7.410 -0.65 -1.02 1.08
O -0.879 -2.981 4.009 -0.06 -0.64 -0.10
O -3.033 6.138 3.496 1.88 -0.26 -1.51
O 1.391 -2.973 4.190 -2.63 1.36 -0.09
O 4.893 4.726 2.285 -0.12 -0.59 0.81
O -4.981 -2.006 -2.661 1.28 -0.11 -0.68
O -5.678 -0.556 -4.221 -0.30 -1.56 2.60
O 0.104 -1.133 4.625 1.76 -0.41 -0.23
O -7.149 -1.645 -2.965 -0.93 0.04 0.15
O -1.992 5.174 1.698 -0.94 0.12 1.32
O -0.769 6.252 3.208 -1.72 -0.17 -0.26
O 4.383 4.744 4.435 -0.49 0.69 0.46
O 4.908 2.801 3.462 0.71 1.57 -0.51
C 4.306 2.475 4.698 1.63 -2.50 -0.45
C -1.245 -0.816 4.591 -2.62 1.29 0.61
C -0.638 4.847 1.300 -2.44 1.24 -1.74
C -1.943 -1.983 3.935 1.24 -0.90 -1.67
C -2.036 5.902 2.840 -1.12 -0.23 1.41
C -5.923 -1.327 -3.292 0.97 3.65 -5.67
C 4.320 3.792 5.453 -1.29 -1.27 0.35
C 5.136 1.344 5.331 0.05 0.59 0.64
C 0.127 5.798 2.205 1.19 0.07 0.75
C -5.593 -2.956 -1.907 -1.16 -2.74 4.60
C 4.733 4.138 3.324 1.07 0.54 -3.59
C 0.297 -2.392 4.250 1.91 -1.77 0.14
C -1.418 0.554 3.930 0.13 -0.88 0.63
C -7.077 -2.536 -1.899 0.55 -0.57 1.57
C -4.976 -2.976 -0.468 0.15 0.86 0.37
C -0.757 5.165 -0.226 1.52 -0.75 0.23
H -7.749 -3.383 -2.038 -0.06 0.27 0.06
H -4.854 -1.942 -0.144 -0.19 0.24 0.03
H -1.635 -0.789 5.609 0.33 0.33 0.34
H 3.375 2.084 4.287 -0.85 0.20 1.33
H -1.258 0.474 2.855 0.07 0.17 0.04
H 5.168 0.397 4.791 -0.50 0.18 -0.08
H -2.410 0.943 4.157 0.10 0.13 -0.13
H -0.645 1.147 4.418 -0.20 0.47 -0.34
H 0.479 6.708 1.720 0.41 -0.38 -0.33
H -1.646 4.750 -0.702 -0.17 -0.15 0.62
H 5.184 3.947 6.099 -0.36 -0.32 0.38
H 4.817 1.196 6.363 -0.32 -0.34 -0.02
H -5.529 -3.473 0.329 -0.78 -0.09 -0.47
H -3.992 -3.408 -0.287 0.22 -0.22 -1.04
H -0.522 3.774 1.451 0.41 0.13 0.22
H 0.876 5.305 2.825 0.60 0.05 -0.76
H -7.238 -2.006 -0.961 -0.63 0.00 0.02
H -5.622 -4.018 -2.153 0.95 0.09 -1.52
H -2.063 -1.831 2.863 -0.21 0.27 -0.11
H 3.316 3.777 5.879 0.38 0.88 0.94
H -0.741 6.225 -0.477 0.17 0.01 0.36
H 0.071 4.649 -0.712 0.26 0.30 -0.30
H 6.178 1.644 5.445 0.06 0.35 -0.26
H -2.876 -2.416 4.295 0.33 0.33 0.60
```
Positions in Å, forces in eV/Å.



Density functional theory data (ωB97M-V/def2-TZVPD) for a 2-piece molecular cluster, C2H5OP overall at a distorted geometry.

Summary:
Energy above the lowest of the compared OMol25 structures with the same formula, charge and spin   0.862 eV
Frontier orbital gap (alpha / beta)   7.9 / 9.6 eV
Spin multiplicity   3
⟨S²⟩   2.0053
Total energy   -13486.6793 eV
Maximum force   4.56 eV Å⁻¹
LUMO (alpha / beta)   0.8 / -0.3 eV

Structure (XYZ):
```
9
Properties=species:S:1:pos:R:3:forces:R:3
P -2.933 -0.084 -0.116 -0.94 0.35 1.33
O -0.601 -0.380 -0.055 4.25 1.11 -0.26
C 0.289 0.436 -0.111 -1.14 -0.32 0.30
C 1.840 0.425 -0.121 -1.55 3.82 -1.94
H 2.166 0.930 -1.131 -0.66 -1.01 1.95
H 2.314 0.979 0.697 -0.64 0.17 -0.16
H -2.450 -0.339 1.252 -0.68 0.45 -0.81
H -2.772 -1.442 -0.346 -0.05 -0.62 -0.37
H 2.145 -0.523 -0.070 1.43 -3.95 -0.04
```
Positions in Å, forces in eV/Å.



Among the records above, which one has the lowest total energy? C33H18Cl2N5O4RuS3Se



What did the third record say?
Density functional theory data (ωB97M-V/def2-TZVPD) for C2H4LaLiO4 as an isolated structure at a distorted geometry.

Summary:
Energy above the lowest of the compared OMol25 structures with the same formula, charge and spin   0.431 eV
Frontier orbital gap   8.7 eV
Total charge   +5
Spin multiplicity   2
⟨S²⟩   0.7571
Total energy   -11313.7629 eV
Maximum force   2.99 eV Å⁻¹
LUMO   -22.2 eV

Structure (XYZ):
```
12
Properties=species:S:1:pos:R:3:forces:R:3
La 1.049 2.280 -0.165 -0.26 -0.46 0.17
O 3.038 -2.282 -0.207 0.27 -0.90 0.43
O 0.589 -0.303 -0.560 -1.51 0.23 2.58
O -0.324 -1.940 1.465 2.61 0.95 -0.77
O -0.597 -0.954 0.300 0.31 1.21 -1.47
C 3.430 -3.196 0.459 0.10 0.97 -0.28
C -1.322 -2.128 2.154 -1.50 0.33 -0.24
Li 0.131 -0.909 -2.448 -0.41 -0.90 -0.72
H -2.305 -1.752 1.829 -0.17 0.08 0.24
H 2.870 -3.443 1.396 0.11 -0.46 0.09
H 4.399 -3.687 0.201 0.37 -0.52 -0.08
H -1.166 -2.655 3.104 0.06 -0.53 0.06
```
Positions in Å, forces in eV/Å.



Which of these has the lowest maximum force? C33H18Cl2N5O4RuS3Se



Look up the maximum force of the fifth one. 4.56 eV Å⁻¹